{"formula": "C60H63N2OP2S2Sr", "method": "ωB97M-V with the def2-TZVPD basis set", "homo_ev": -3.66, "e_above_lowest_kj_mol": 20.3, "total_charge": -1, "gap_ev": 6.0, "species": ["Sr", "C", "C", "C", "P", "C", "C", "C", "C", "C", "C", "C", "C", "C", "C", "N", "C", "C", "C", "C", "C", "C", "C", "C", "C", "H", "H", "H", "H", "H", "H", "H", "H", "H", "H", "H", "H", "H", "H", "H", "H", "H", "H", "H", "H", "H", "H", "H", "H", "H", "H", "H", "H", "H", "H", "H", "C", "C", "C", "C", "C", "C", "C", "H", "H", "H", "H", "H", "H", "H", "O", "S", "C", "C", "C", "C", "C", "C", "C", "C", "C", "C", "C", "C", "H", "H", "H", "H", "H", "H", "H", "H", "H", "H", "S", "C", "N", "C", "C", "C", "C", "C", "C", "P", "C", "C", "C", "C", "C", "C", "C", "C", "C", "C", "C", "C", "H", "H", "H", "H", "H", "H", "H", "H", "H", "H", "H", "H", "H", "H", "H"], "coordinates": [[0.530, -0.182, 0.086], [-2.341, -2.147, 2.259], [-3.320, -2.068, 1.092], [-4.378, -3.155, 1.232], [-2.341, -1.993, -0.468], [-3.603, -2.078, -1.812], [-2.888, -1.988, -3.154], [-4.649, -0.975, -1.686], [-1.566, -3.651, -0.584], [-2.332, -4.799, -0.767], [-1.803, -6.077, -0.887], [-2.683, -7.273, -1.112], [-0.416, -6.173, -0.820], [0.390, -5.067, -0.650], [-0.147, -3.758, -0.524], [0.630, -2.648, -0.369], [2.021, -2.926, -0.387], [2.731, -2.927, -1.595], [2.018, -2.615, -2.878], [4.077, -3.280, -1.604], [4.753, -3.626, -0.441], [6.187, -4.074, -0.475], [4.049, -3.568, 0.756], [2.705, -3.222, 0.801], [1.961, -3.227, 2.105], [-2.877, -2.091, 3.211], [-1.601, -1.344, 2.263], [-1.798, -3.096, 2.236], [-3.819, -1.093, 1.125], [-3.918, -4.140, 1.321], [-5.077, -3.186, 0.395], [-4.964, -2.983, 2.140], [-4.114, -3.044, -1.754], [-2.415, -1.010, -3.279], [-3.597, -2.116, -3.976], [-2.111, -2.747, -3.253], [-4.193, 0.019, -1.665], [-5.257, -1.073, -0.787], [-5.324, -0.998, -2.547], [-3.411, -4.700, -0.822], [-3.700, -7.080, -0.765], [-2.320, -8.151, -0.573], [-2.751, -7.550, -2.168], [0.059, -7.146, -0.906], [1.462, -5.204, -0.609], [1.274, -3.381, -3.107], [2.727, -2.557, -3.707], [1.478, -1.667, -2.831], [4.609, -3.292, -2.551], [6.695, -3.712, -1.368], [6.263, -5.165, -0.474], [6.739, -3.705, 0.390], [4.556, -3.806, 1.686], [2.653, -3.287, 2.946], [1.275, -4.077, 2.160], [1.346, -2.334, 2.237], [0.300, 0.493, 2.732], [1.282, 1.535, 2.945], [1.029, 2.882, 2.608], [1.961, 3.883, 2.814], [3.212, 3.600, 3.354], [3.506, 2.272, 3.658], [2.575, 1.271, 3.454], [-0.706, 0.838, 2.958], [0.510, -0.402, 3.326], [0.069, 3.142, 2.171], [1.706, 4.898, 2.529], [3.941, 4.383, 3.522], [4.476, 2.016, 4.072], [2.821, 0.246, 3.718], [2.653, 0.482, 0.362], [3.484, 0.526, -0.928], [5.077, -0.042, -0.372], [5.282, -0.233, 0.979], [6.545, -0.633, 1.401], [7.565, -0.828, 0.484], [7.330, -0.636, -0.874], [6.077, -0.243, -1.309], [3.850, 2.244, -1.165], [3.810, 3.054, -0.045], [4.092, 4.401, -0.208], [4.405, 4.901, -1.463], [4.421, 4.066, -2.573], [4.132, 2.717, -2.433], [4.473, -0.064, 1.678], [6.725, -0.787, 2.457], [8.545, -1.135, 0.824], [8.122, -0.801, -1.592], [5.882, -0.097, -2.365], [3.529, 2.658, 0.920], [4.037, 5.055, 0.653], [4.612, 5.956, -1.585], [4.629, 4.471, -3.554], [4.080, 2.063, -3.294], [0.515, 1.658, -2.321], [0.629, 3.222, -1.666], [0.713, 4.297, -1.243], [-2.096, 6.835, 1.644], [-2.489, 5.817, 2.500], [-2.696, 4.535, 2.011], [-2.521, 4.245, 0.659], [-2.111, 5.273, -0.187], [-1.905, 6.554, 0.298], [-2.631, 2.525, -0.009], [-3.973, 1.810, 1.027], [-5.295, 1.643, 0.619], [-6.228, 1.042, 1.453], [-5.861, 0.611, 2.719], [-4.547, 0.764, 3.138], [-3.613, 1.334, 2.287], [-3.483, 2.846, -1.594], [-4.555, 3.735, -1.719], [-5.172, 3.935, -2.941], [-4.715, 3.252, -4.066], [-3.640, 2.386, -3.959], [-3.025, 2.186, -2.728], [-1.926, 7.834, 2.024], [-2.630, 6.013, 3.555], [-3.001, 3.764, 2.703], [-1.923, 5.072, -1.234], [-1.574, 7.329, -0.381], [-5.599, 1.966, -0.367], [-7.246, 0.912, 1.108], [-6.590, 0.146, 3.371], [-4.234, 0.415, 4.112], [-2.583, 1.397, 2.610], [-4.895, 4.281, -0.847], [-6.003, 4.623, -3.019], [-5.190, 3.409, -5.026], [-3.264, 1.866, -4.830], [-2.164, 1.530, -2.649]], "mulliken_charge": [1.4985, -1.8637, 2.8724, -2.0062, 0.9218, 0.5355, -1.7294, -1.6898, 0.7408, -0.0231, 0.0207, -1.7641, -1.2381, -0.4772, -2.1011, 1.6341, 0.6765, 1.0188, -1.8726, -0.9937, 0.5382, -1.7824, -0.9846, 1.6482, -1.8872, 0.5052, 0.4338, 0.3352, -1.6669, 0.4385, 0.3421, 0.4814, 0.4248, 0.1032, 0.4961, 0.3367, 0.2579, 0.1903, 0.5745, 0.1660, 0.3692, 0.3902, 0.2954, 0.3635, 0.4236, 0.2784, 0.4787, 0.1991, 0.2756, 0.3731, 0.3602, 0.3691, 0.2642, 0.4611, 0.2409, 0.2415, -2.0952, 1.8479, -0.1003, -0.6383, -0.6594, -0.4046, -0.7575, -0.2107, 0.1235, 0.3996, 0.4247, 0.3551, 0.3606, 0.3620, 1.1404, 0.1779, 0.6058, -0.4224, -0.6674, -0.6982, -0.7502, -0.6850, 0.3926, 0.1403, -0.8552, -0.5155, -0.7991, -0.1502, 0.3053, 0.4654, 0.3853, 0.4496, 0.4281, -0.1241, 0.4118, 0.3937, 0.3875, 0.4246, -0.4165, 0.4932, -0.7045, -0.5061, -0.6833, -0.2582, 0.2030, -0.4720, -0.6742, 1.5731, 0.8444, -0.8374, -0.6296, -0.7322, -0.8077, -0.1802, 0.0194, -0.2920, -0.7067, -0.6287, -0.7536, -0.0854, 0.3750, 0.4109, 0.3065, 0.3667, 0.3893, 0.2336, 0.4112, 0.3762, 0.4462, -0.0677, 0.5214, 0.3950, 0.3830, 0.4783, 0.2663]}